# 1
Formula: C9H21BClF3NO3S2
Source: OMol25
Level of theory: ωB97M-V with the def2-TZVPD basis set

```
41
Properties=species:S:1:pos:R:3:forces:R:3:mulliken_charge:R:1
C -0.7562 0.7269 -1.0631 0.1 -0.1 0.2 -1.52
C 0.1485 -0.3313 -0.3956 -0.2 0.4 -0.3 -0.25
C 0.4116 0.0309 1.0542 -0.1 0.2 -0.2 -0.26
Cl -1.0112 -0.2335 2.0478 -0.1 -0.2 0.2 -0.05
N 1.6688 -0.7179 1.5808 -0.2 0.3 0.0 -0.26
S 1.5574 -0.9801 3.3632 0.0 0.1 -0.1 -0.06
C 2.8480 0.1335 1.1713 0.3 0.2 -0.3 -0.88
C 3.2764 1.2071 2.1612 -0.1 0.2 0.1 0.01
O 2.2045 2.0880 2.4118 0.1 -0.1 0.0 -0.57
C 4.4526 2.0078 1.5514 0.0 0.0 0.0 0.67
F 5.2188 1.2275 0.7655 0.0 -0.1 0.1 -0.28
F 5.2279 2.4848 2.5262 0.0 0.1 0.0 -0.27
F 4.0260 3.0227 0.8114 -0.1 0.0 -0.1 -0.24
B 1.7224 -2.1801 0.9824 -0.1 -0.4 -0.4 0.68
C 0.5962 -3.2105 1.2655 0.1 -0.2 0.0 -0.84
O 2.7848 -2.4164 0.1711 0.3 0.5 0.9 -0.48
H -0.4712 0.8583 -2.1068 -0.1 -0.1 0.0 0.35
H -1.7993 0.4231 -1.0119 0.0 0.1 -0.1 0.49
H -0.6565 1.6984 -0.5749 0.0 0.0 0.0 0.35
H -0.3664 -1.2904 -0.4627 0.3 -0.1 0.0 0.25
H 1.0989 -0.3826 -0.9380 0.0 -0.1 0.1 0.48
H 0.6474 1.0880 1.1533 0.1 -0.1 0.1 0.50
H 2.8610 -1.2779 3.4611 0.1 -0.1 0.0 0.20
H 3.6798 -0.5116 0.9044 -0.1 0.0 0.2 0.52
H 2.5571 0.6433 0.2496 0.0 -0.1 0.0 0.32
H 3.6751 0.8004 3.0930 0.0 -0.1 -0.1 0.46
H 2.0042 2.1177 3.3531 0.1 0.1 0.0 0.37
H -0.4027 -2.8214 1.0653 0.0 0.0 0.1 0.34
H 0.5970 -3.5660 2.2968 0.0 0.0 0.0 0.35
H 0.7534 -4.0734 0.6155 0.0 0.0 0.0 0.28
H 3.4340 -3.0542 0.4929 -0.2 -0.4 -0.5 0.35
C -5.7604 1.7678 -2.6839 0.0 0.1 0.0 -0.95
S -5.1705 0.1173 -2.3117 0.0 0.0 0.1 0.42
O -3.8038 0.2805 -1.7299 0.0 0.0 0.0 -0.59
C -4.9397 -0.4039 -4.0113 0.0 0.0 -0.1 -0.94
H -5.9201 2.2809 -1.7384 0.0 0.0 0.0 0.31
H -5.0115 2.2953 -3.2738 0.0 0.0 0.0 0.31
H -6.7025 1.6974 -3.2267 0.0 0.0 0.0 0.39
H -4.2498 0.2774 -4.5085 0.0 0.0 0.0 0.30
H -5.9047 -0.4144 -4.5170 0.0 0.0 0.0 0.39
H -4.5253 -1.4093 -3.9943 0.0 0.0 0.0 0.31
```
Forces are in eV/Å.

The charge is +1. The energy is -60322.14110 eV. As for the gap between HOMO and LUMO: 0.2787 Eh. As for the highest occupied orbital energy: -0.409 hartree.


# 2
Formula: C5H8O
Source: OMol25
Level of theory: ωB97M-V with the def2-TZVPD basis set

```
14
Properties=species:S:1:pos:R:3:forces:R:3:mulliken_charge:R:1
C -0.1188 1.3085 0.2035 0.4 0.0 0.0 -0.34
C 1.1069 0.7823 0.1535 -0.1 0.1 0.0 -0.26
C 1.3651 -0.7027 0.1077 0.2 0.0 0.3 -0.54
O 0.2209 -1.4429 0.4382 0.1 2.1 -1.3 -0.40
C -1.0317 -0.8230 -0.4506 3.0 -5.6 2.3 -0.57
C -1.3702 0.4674 0.1343 -0.7 0.6 0.3 -0.37
H -0.2443 2.3872 0.2867 0.0 -0.2 0.0 0.36
H 1.9885 1.4223 0.1664 -0.2 0.0 0.0 0.37
H 2.1288 -0.9744 0.8445 0.1 0.1 0.0 0.33
H 1.7576 -1.0035 -0.8789 0.0 0.1 0.0 0.26
H -1.1946 -1.9461 -0.1176 -2.8 2.4 -1.5 0.35
H -0.6600 -0.7883 -1.4657 0.0 0.1 -0.3 0.27
H -2.1023 0.9321 -0.5377 0.0 0.2 0.1 0.29
H -1.8458 0.3810 1.1158 0.0 0.0 -0.1 0.25
```
Forces are in eV/Å.

The charge is 0. The energy is -7359.30334 eV. The SMILES is C1=CCOCC1. As for the gap between HOMO and LUMO: 0.3859 Eh. As for the highest occupied orbital energy: -0.346 hartree. For the energy relative to the best compared isomer or geometry (same formula, charge and spin), the calculation gives 68.1 kcal/mol.


# 3
Formula: C3H2N2O
Source: OMol25
Level of theory: ωB97M-V with the def2-TZVPD basis set

```
8
Properties=species:S:1:pos:R:3:forces:R:3:mulliken_charge:R:1
N 1.5886 1.2393 1.7081 0.6 0.1 0.4 -0.34
C 1.0694 0.7442 0.8157 -0.8 -0.2 0.7 0.16
C 0.2574 0.3229 -0.2730 -0.3 1.4 -2.8 -0.07
N -0.1875 -1.0721 -0.5252 0.0 1.0 -0.4 -0.31
C -1.1966 -0.2806 -0.1860 2.8 1.0 -0.5 0.47
O -2.3344 -0.0416 -0.1267 -1.6 -0.2 0.5 -0.42
H 0.5696 0.9915 -1.2047 -0.8 -1.9 1.6 0.24
H 0.2335 -1.9036 -0.2081 0.3 -1.2 0.4 0.27
```
Forces are in eV/Å.

The charge is 0. The energy is -8168.40509 eV. The SMILES is N#C[C@H]1NC1=O. As for the gap between HOMO and LUMO: 0.3886 Eh. As for the highest occupied orbital energy: -0.374 hartree. For the energy relative to the best compared isomer or geometry (same formula, charge and spin), the calculation gives 30.2 kcal/mol.


# 4
Formula: C3H9N4
Source: OMol25
Level of theory: ωB97M-V with the def2-TZVPD basis set

```
16
Properties=species:S:1:pos:R:3:forces:R:3:mulliken_charge:R:1
H -3.6427 1.1310 -0.7118 0.1 0.7 -1.7 0.30
N -3.1420 0.7228 0.0439 2.5 -2.9 1.8 -0.51
N -2.1152 0.0792 -0.2510 -4.4 2.6 -0.9 0.38
C -1.0652 -0.4858 0.1450 1.8 -0.2 0.6 0.59
N -0.7411 -1.7633 -0.0101 2.4 1.5 1.2 -0.36
C 0.0211 0.4710 0.7497 -1.3 1.2 1.2 -0.85
N 1.0391 0.8949 -0.1211 -0.8 -2.4 0.6 -0.15
C 2.1940 0.0878 -0.4139 0.6 0.8 0.1 -0.95
H 0.2773 -1.8272 0.0208 -0.3 -0.5 0.4 0.27
H -1.0849 -2.3775 -0.6717 -1.7 -1.3 -1.4 0.28
H -0.5636 1.3421 1.0768 0.1 0.1 -0.5 0.44
H 0.1962 0.0628 1.7919 0.8 -0.4 -1.2 0.36
H 1.1216 1.8366 -0.2892 -0.1 2.3 -0.3 0.25
H 3.0284 0.8108 -0.6013 -0.6 -0.9 -0.3 0.32
H 2.4659 -0.4044 0.5221 0.2 -0.6 -0.3 0.38
H 2.0111 -0.5806 -1.2801 0.5 0.2 0.6 0.24
```
Forces are in eV/Å.

The charge is +1. The energy is -9207.42518 eV. The SMILES is [H]/N=N/C(=[NH2+])CNC. As for the gap between HOMO and LUMO: 0.2760 Eh. As for the highest occupied orbital energy: -0.487 hartree. For the energy relative to the best compared isomer or geometry (same formula, charge and spin), the calculation gives 96.8 kcal/mol.